A molecular structure, C34H32FN6O5PbS, computed with ωB97M-V/def2-TZVPD.

Structure (XYZ):
```
80
Properties=species:S:1:pos:R:3
Pb -2.60 -1.76 -0.61
O -1.96 -4.08 -1.74
C -1.87 -4.38 -2.94
C -1.62 -5.76 -3.32
C -1.62 -6.14 -4.62
C -1.84 -5.18 -5.63
C -2.04 -3.84 -5.31
C -2.04 -3.40 -4.01
C -2.25 -1.94 -3.72
N -3.37 -1.74 -2.92
C -4.16 -0.56 -3.24
C -3.64 0.71 -2.53
N -3.69 0.41 -1.11
C -4.30 1.13 -0.28
C -4.56 0.71 1.12
C -4.67 1.66 2.09
C -4.95 1.33 3.42
C -5.22 0.00 3.78
C -5.15 -0.99 2.84
C -4.78 -0.69 1.48
O -4.66 -1.64 0.67
H -1.47 -6.46 -2.51
H -1.47 -7.18 -4.88
H -1.81 -5.48 -6.67
H -2.16 -3.11 -6.11
H -2.29 -1.40 -4.67
H -4.20 -0.37 -4.32
H -5.18 -0.72 -2.89
H -2.59 0.87 -2.81
H -4.22 1.60 -2.78
H -4.69 2.10 -0.57
H -4.48 2.70 1.83
H -4.96 2.10 4.17
H -5.47 -0.24 4.81
H -5.34 -2.02 3.08
F 0.87 3.06 2.64
C 1.42 2.37 1.61
C 0.60 1.74 0.72
C 1.16 0.95 -0.28
C 0.24 0.28 -1.23
O -0.96 0.50 -1.16
C 0.91 -0.59 -2.19
C 2.26 -0.64 -2.23
N 3.09 0.00 -1.37
C 4.52 -0.15 -1.49
C 5.07 -1.52 -1.72
C 5.26 -0.86 -0.39
C 2.55 0.82 -0.37
C 3.37 1.53 0.51
C 2.82 2.31 1.52
N 3.66 3.01 2.41
C 4.66 2.30 3.16
C 4.17 2.01 4.57
N 3.86 3.33 5.23
C 2.80 4.09 4.47
C 3.28 4.26 3.03
C 0.17 -1.42 -3.18
O 0.69 -2.09 -4.05
O -1.12 -1.31 -2.94
H -0.48 1.79 0.82
H 2.74 -1.25 -2.99
H 5.01 0.68 -1.98
H 5.92 -1.62 -2.39
H 4.37 -2.34 -1.77
H 6.25 -0.49 -0.13
H 4.68 -1.24 0.44
H 4.44 1.49 0.41
H 5.58 2.89 3.21
H 4.91 1.35 2.68
H 4.91 1.48 5.18
H 3.24 1.44 4.55
H 4.71 3.89 5.26
H 3.56 3.18 6.20
H 2.64 5.04 4.96
H 1.89 3.50 4.51
H 4.15 4.93 3.03
H 2.49 4.76 2.46
S -1.16 -0.99 2.13
C -1.72 0.21 3.16
N -2.15 1.04 3.85
```

highest occupied orbital energy (alpha / beta) = -8.93 / -8.98 eV
orbital gap (alpha / beta) = 5.55 / 5.06 eV
net charge = +1
energy above the lowest of the compared OMol25 structures with the same formula, charge and spin = 0.0 kcal/mol
energy = -2710.15886 Eh
LUMO level (alpha / beta) = -3.4 / -3.9 eV